## 1
Density functional theory data (ωB97M-V with the def2-TZVPD basis set) for a 2-piece molecular cluster, C10H16S overall.

HOMO level = -8.5 eV
gap between HOMO and LUMO = 9.33 eV

Geometry (Å):
H  -0.75  -1.49  -1.80
C  1.75  -0.38  -1.68
H  -0.90  -3.33  1.97
H  -3.38  1.95  -0.28
C  0.96  -2.28  1.60
H  1.49  -0.90  -2.67
H  -2.35  2.87  0.65
C  1.03  -1.08  -0.53
H  -1.89  -2.81  -0.27
S  -0.07  2.68  -0.99
C  -0.20  -1.59  -0.88
C  -1.28  1.35  -0.46
H  1.57  1.94  0.58
C  -2.50  1.88  0.32
C  1.63  -1.44  0.67
C  -0.83  -2.47  -0.03
H  2.67  -1.02  0.94
C  0.80  2.57  0.54
H  -2.74  1.25  1.16
H  1.19  3.62  0.71
H  1.78  0.65  -1.77
H  -0.77  0.50  0.08
H  1.52  -2.53  2.44
H  -1.66  1.05  -1.40
H  0.39  2.38  1.52
C  -0.30  -2.66  1.31
H  2.85  -0.69  -1.71

## 2
Density functional theory data (ωB97M-V with the def2-TZVPD basis set) for one molecule with the formula C10H16S.

HOMO level = -8.7 eV
gap between HOMO and LUMO = 9.45 eV

Geometry (Å):
H  0.80  -0.94  -3.14
H  -1.58  0.48  3.29
S  -1.40  2.36  -0.72
H  -2.27  -0.44  -1.85
H  -0.53  1.05  -2.73
H  0.87  1.48  -1.66
C  0.36  -0.04  0.16
H  0.78  1.20  3.79
H  -1.01  3.84  1.26
H  1.75  2.46  2.88
H  -2.23  0.80  1.61
H  -1.82  -1.39  -0.30
H  -1.20  -2.01  -1.77
H  1.96  -0.36  -1.93
H  -2.11  2.07  2.69
H  0.22  2.89  3.59
C  -0.19  1.21  -1.74
H  1.11  -1.95  -1.67
C  -0.52  2.87  0.84
H  0.40  3.40  0.56
C  -1.43  -1.03  -1.25
C  -0.14  -0.25  -1.22
C  -1.57  1.19  2.41
C  -0.21  1.69  1.91
C  0.72  2.09  3.15
C  0.31  0.64  1.08
C  1.04  -0.96  -2.08

Most stable to least stable, the ends of the list are 1 and 2.

## 1
Density functional theory data (ωB97M-V with the def2-TZVPD basis set) for C34H31AsN3O3PdS2 as an isolated structure.

net charge = +1
HOMO level = -10.8 eV
gap between HOMO and LUMO = 5.49 eV

Geometry (Å):
H  5.49  2.04  -0.71
N  -3.52  -0.86  1.55
H  1.11  0.05  6.25
H  3.55  0.23  5.91
C  2.34  -0.32  -4.33
H  -2.93  5.81  0.94
S  0.10  -2.78  2.40
H  0.55  -2.94  4.70
C  2.94  1.28  1.38
N  -0.52  -0.31  -1.42
C  2.87  0.39  5.08
C  1.50  0.29  5.27
H  1.00  -4.42  3.80
H  1.28  2.09  -1.48
H  -5.73  -1.97  -3.55
C  2.62  -1.01  -3.15
C  4.47  1.88  -0.37
C  -0.67  3.62  2.16
C  4.25  1.48  0.94
C  -1.42  4.78  2.05
C  -3.84  -2.79  -4.18
C  2.11  1.90  -0.81
C  -2.55  3.87  0.13
H  -4.20  -3.03  -5.18
O  -0.28  -3.72  1.36
C  -4.70  -2.19  -3.28
H  -0.72  -4.10  4.18
C  -2.90  -2.18  -1.65
C  -2.35  4.91  1.03
H  -2.75  -1.20  2.11
C  1.12  0.33  -4.53
H  -1.05  -3.07  -2.26
As  0.21  0.99  1.32
C  0.63  0.49  4.20
C  2.54  0.92  2.76
C  -2.53  -3.10  -3.82
C  -2.05  -2.80  -2.56
H  0.07  3.52  2.95
C  1.98  -1.82  -0.88
N  -2.57  -1.80  -0.36
O  -1.01  -1.77  2.56
H  -1.27  5.59  2.75
C  -1.18  0.94  -3.79
C  -1.81  2.70  0.24
H  -4.38  -0.63  2.02
C  1.88  1.47  0.49
C  0.15  0.31  -3.56
H  -1.92  0.15  -3.98
C  1.16  0.81  2.97
H  -1.53  1.48  -2.91
H  -0.43  0.38  4.34
C  -0.86  2.59  1.25
H  3.58  -1.50  -3.03
H  -1.98  1.87  -0.44
H  4.47  0.78  3.70
C  0.43  -0.38  -2.31
H  2.96  -2.30  -0.92
C  -4.22  -1.90  -2.02
H  -3.29  3.97  -0.66
H  -1.88  -3.59  -4.54
H  1.23  -2.60  -0.69
C  0.24  -3.65  3.94
C  -3.59  -1.29  0.28
H  3.61  2.46  -2.24
H  0.93  0.84  -5.46
C  3.41  2.11  -1.24
H  5.08  1.33  1.61
S  -5.06  -1.19  -0.65
C  3.40  0.70  3.83
H  1.97  -1.15  -0.01
Pd  -0.57  -1.17  0.25
H  3.09  -0.29  -5.11
C  1.70  -1.07  -2.13
H  -1.14  1.60  -4.65
O  1.35  -2.07  2.17

## 2
Density functional theory data (ωB97M-V with the def2-TZVPD basis set) for C34H31AsN3O3PdS2 as an isolated structure.

net charge = +1
HOMO level = -10.6 eV
gap between HOMO and LUMO = 5.50 eV

Geometry (Å):
H  1.89  3.25  0.43
H  2.12  6.03  -2.80
C  1.75  1.47  -5.18
C  0.48  -1.75  1.96
H  1.81  2.40  -5.74
S  -1.88  2.08  -0.83
C  1.62  -0.94  -5.19
C  0.16  -0.64  2.87
As  1.64  0.55  -1.23
H  0.69  1.06  1.71
C  1.68  0.25  -3.12
H  6.61  -1.28  1.12
C  -2.51  3.24  -2.00
C  3.46  -1.41  -0.08
C  3.29  -0.07  -0.43
C  1.75  1.47  -3.80
C  1.93  3.45  -0.63
C  2.04  5.01  -2.45
O  -1.35  0.97  -1.73
H  -0.19  1.43  3.21
H  0.60  -2.97  -1.24
C  -2.23  -5.02  -2.94
H  1.54  -5.04  2.18
H  0.40  -4.44  0.96
C  0.09  -4.70  -2.41
C  1.83  2.42  -1.55
C  0.86  -3.05  2.52
C  1.24  -4.17  1.61
N  -4.02  -0.85  -0.60
H  1.54  -1.90  -3.27
C  0.82  -3.24  3.88
H  -4.99  -0.82  -0.83
H  1.06  -4.20  4.31
C  1.68  0.27  -5.87
C  5.52  0.40  0.35
Pd  -0.39  -0.41  -0.49
O  -0.84  2.70  -0.06
H  4.21  1.87  -0.49
C  5.68  -0.94  0.69
N  0.46  -1.70  0.67
H  6.33  1.10  0.51
C  4.33  0.83  -0.21
C  4.65  -1.84  0.47
H  2.65  -2.12  -0.25
C  1.61  -0.96  -3.80
H  1.68  0.27  -6.95
H  -3.59  0.02  -0.25
H  1.95  4.21  -4.43
C  -1.51  -3.09  -1.62
H  -1.03  0.80  1.80
H  -3.24  2.75  -2.64
H  0.49  -2.33  5.78
C  0.50  -2.17  4.71
S  -4.05  -3.10  -2.00
N  -1.96  -1.94  -0.97
C  -0.91  -5.44  -3.02
H  1.12  -5.04  -2.48
C  0.20  -0.89  4.22
H  -1.67  3.61  -2.58
H  -0.67  -6.35  -3.55
H  4.78  -2.88  0.73
H  -2.98  4.05  -1.44
C  2.04  4.75  -1.09
C  -0.11  0.73  2.38
H  2.05  -3.86  0.94
H  2.12  5.57  -0.38
O  -2.99  1.58  -0.02
C  -3.27  -1.82  -1.11
C  1.84  2.67  -2.93
H  1.56  -1.87  -5.74
C  -2.50  -3.85  -2.24
C  1.94  3.98  -3.37
C  -0.19  -3.53  -1.72
H  -3.03  -5.59  -3.40
H  -0.01  -0.09  4.92

Most stable to least stable, the ends of the list are 2 and 1.

## 1
Density functional theory data (ωB97M-V with the def2-TZVPD basis set) for a 2-piece molecular cluster, CH6NO overall.

net charge = -1
HOMO level = -2.5 eV
gap between HOMO and LUMO = 7.09 eV

Geometry (Å):
C  -0.58  -0.90  0.37
H  -0.12  -0.17  1.06
H  -0.67  -1.84  0.78
H  -0.33  -0.27  -1.40
H  0.76  2.72  0.73
N  0.39  -0.81  -0.93
O  1.11  2.03  0.02
H  1.04  -0.04  -0.58
H  -1.61  -0.72  -0.05

## 2
Density functional theory data (ωB97M-V with the def2-TZVPD basis set) for a 2-piece molecular cluster, CH6NO overall.

net charge = -1
HOMO level = -2.5 eV
gap between HOMO and LUMO = 7.15 eV

Geometry (Å):
H  0.38  -0.99  0.11
H  -0.68  -0.39  0.99
O  -1.31  -1.46  -1.07
H  0.25  1.28  -0.66
H  0.51  1.80  1.01
H  -1.92  -1.89  -1.68
C  0.68  0.98  0.31
N  0.31  -0.30  0.86
H  1.77  0.97  0.13

Most stable to least stable, the ends of the list are 2 and 1.